{
  "formula": "C12H14N2O3Pb",
  "method": "ωB97M-V/def2-TZVPD",
  "elements": ["Pb", "C", "C", "O", "C", "C", "C", "N", "N", "C", "O", "C", "C", "C", "C", "C", "C", "H", "H", "H", "H", "H", "H", "H", "H", "H", "H", "H", "H", "O", "H", "H"],
  "coordinates": [[-0.947955, -1.813171, 1.945998], [-5.182716, -0.666285, 0.397643], [-3.711567, -0.536045, 0.546713], [-3.049264, -1.502433, 0.948650], [-3.139618, 0.783388, 0.193289], [-1.866485, 1.204843, 0.169365], [-1.486963, 2.586758, -0.252542], [-0.817663, 0.283632, 0.497490], [0.282468, 0.598512, 0.037403], [1.325955, -0.398284, 0.269052], [1.046949, -1.494741, 0.783027], [2.625419, -0.017885, -0.165681], [3.643837, -0.991569, -0.209368], [4.923251, -0.617672, -0.536572], [5.207979, 0.727191, -0.790334], [4.210071, 1.696925, -0.757937], [2.913606, 1.330798, -0.471535], [-5.432512, -0.632394, -0.668818], [-5.688666, 0.185278, 0.858050], [-5.540398, -1.598736, 0.822496], [-3.875773, 1.511348, -0.122926], [-2.373792, 3.184149, -0.438351], [-0.880775, 2.556268, -1.158372], [-0.884169, 3.068556, 0.519679], [3.404984, -2.024473, 0.002547], [5.710206, -1.356046, -0.598716], [6.223484, 1.019099, -1.025582], [4.452249, 2.727998, -0.974223], [2.123929, 2.067374, -0.470367], [-1.057445, -3.589734, 0.307991], [-0.303634, -4.160959, 0.107430], [-1.855000, -4.131685, 0.234499]],
  "atomic_forces_ev_per_a": [[-0.02, -0.10, 0.18], [-0.05, 0.00, -0.03], [-0.09, 0.04, 0.00], [0.16, 0.07, -0.05], [-0.07, -0.11, 0.04], [-0.05, 0.17, -0.04], [0.15, -0.09, 0.02], [0.04, -0.16, -0.12], [-0.01, 0.15, 0.02], [0.35, -0.25, -0.01], [-0.32, 0.17, -0.09], [-0.09, 0.16, 0.03], [0.05, -0.03, 0.06], [0.04, -0.01, -0.02], [-0.01, -0.01, 0.00], [0.02, 0.01, -0.05], [-0.03, -0.04, -0.05], [0.02, 0.03, 0.00], [0.01, 0.00, 0.00], [0.02, -0.02, 0.00], [-0.04, -0.02, 0.05], [-0.02, -0.01, 0.02], [-0.03, 0.00, -0.01], [-0.02, 0.00, 0.01], [0.01, 0.01, 0.03], [0.00, 0.00, 0.03], [-0.01, -0.01, -0.01], [-0.02, -0.01, 0.01], [0.02, 0.02, 0.02], [-0.01, 0.11, 0.14], [0.03, -0.03, -0.06], [-0.03, -0.04, -0.08]],
  "lowdin_charge": [1.638, 0.027, -0.361, -0.158, 0.069, -0.233, -0.005, 0.001, 0.158, -0.328, -0.143, -0.150, 0.022, -0.021, 0.008, -0.025, 0.016, 0.126, 0.116, 0.105, 0.138, 0.100, 0.099, 0.105, 0.128, 0.127, 0.130, 0.126, 0.114, -0.126, 0.100, 0.098],
  "total_charge": 2,
  "total_energy_ha": -993.1708,
  "e_above_lowest_kcal_mol": 0.0,
  "homo_ha": -0.5786
}